Molecular formula: C31H52BrN3OP2Pd
Method: DFT, ωB97M-V with the def2-TZVPD basis set

Cartesian coordinates (Å):
H -0.51 2.80 2.20
H -3.18 -0.18 -1.00
H -5.30 4.93 -2.74
N -6.57 4.88 -5.84
H 4.88 -3.18 -2.64
H 4.01 -0.40 -3.67
P -0.19 -2.35 -1.70
H 2.95 1.71 -1.67
H 3.22 1.26 -0.04
H -6.15 3.57 -7.39
H -2.92 -1.69 -0.11
H -1.01 -4.78 1.03
H -2.55 1.57 5.97
C 0.91 1.50 -1.99
N -0.96 1.53 3.76
H -6.92 6.10 -4.22
C -0.01 -3.61 -3.00
C -6.35 5.22 -4.57
H 0.06 -2.06 -4.59
C -0.11 1.97 -4.09
H 4.95 -0.81 1.42
N -2.83 0.12 3.66
H -0.16 2.02 -5.18
H 5.90 -1.85 -3.26
C -0.03 2.41 3.10
H -0.09 1.86 5.60
H 1.95 1.30 -3.92
H 4.80 -2.70 -4.33
C -0.14 -3.16 -0.08
C -0.63 1.06 5.08
C -2.52 2.30 -4.04
H 0.85 1.84 2.78
H -1.70 -0.39 -0.08
C -2.02 1.04 3.02
H 4.93 2.81 -0.66
H 0.85 -3.62 0.01
Br 1.04 0.17 0.79
H -1.62 -0.70 -2.70
C 3.64 1.12 -1.05
H 0.37 -3.72 -5.11
H -2.22 -3.80 0.20
H -4.73 -0.73 3.49
H 0.28 3.22 3.75
C -0.13 2.02 -1.24
H 0.99 -4.04 -2.87
C -2.43 -0.92 -0.71
H -4.44 2.27 -6.11
C -1.22 -4.23 0.11
C 4.91 -2.31 -3.30
C -1.90 0.71 5.82
H -0.20 -2.38 0.70
C -0.23 -3.12 -4.42
C -5.43 4.55 -3.76
C -1.28 2.21 -3.35
P 3.16 -0.66 -1.41
C 3.77 -1.30 -3.09
H 0.04 0.17 5.03
H 5.81 -2.01 0.44
C -3.62 2.86 -3.49
C -1.79 -1.51 -1.97
C -2.67 -0.32 5.02
C -4.70 3.47 -4.29
H -2.50 2.03 -5.12
C -4.95 3.10 -5.64
H 2.89 -1.78 -3.56
H 2.74 -1.64 0.74
C 5.02 1.79 -1.08
H -1.25 -4.96 -0.70
H -2.41 -2.28 -2.44
H -1.28 -3.22 -4.73
H -0.72 -4.39 -2.70
H -3.66 -0.53 5.46
H -3.49 -1.55 2.52
H 5.42 1.93 -2.09
C 1.05 1.57 -3.39
C -5.91 3.84 -6.36
H 3.42 -2.81 -0.41
H -3.69 3.10 -2.43
Pd 0.97 -0.56 -2.14
H 5.80 1.30 -0.47
H -0.13 2.05 -0.15
H -2.16 2.72 -1.42
C -1.25 2.39 -1.95
H -1.67 0.33 6.82
H -4.08 0.06 2.02
C 3.59 -1.81 0.03
H 4.75 -2.52 1.72
C -3.83 -0.56 2.88
O -2.22 1.38 1.85
C 4.85 -1.78 0.93
H -2.10 -1.28 5.06

The orbital gap (alpha / beta) is 5.274 / 3.860 eV. The calculation puts the HOMO energy (alpha / beta) at -0.4708 / -0.4673 Eh. Its net charge is +2. Its spin multiplicity is 3. The LUMO energy (alpha / beta) comes out at -7.54 / -8.86 eV.

Molecular formula: C31H52IrN2O3P2
Method: DFT, ωB97M-V with the def2-TZVPD basis set

Cartesian coordinates (Å):
H 4.64 -2.54 -0.65
H -4.62 0.84 -4.43
N -0.26 -1.15 -2.62
H 0.75 -2.47 1.42
H 4.77 3.57 -2.63
H -3.40 1.78 -5.38
H 5.47 5.14 -0.18
C 0.80 -3.84 -1.34
H -3.15 -0.02 -5.08
H -4.42 -0.10 -1.26
C 1.17 -3.13 -3.71
H -0.82 -3.30 1.39
H -3.50 3.63 -3.69
O -2.17 -1.87 -3.68
C 3.34 2.36 -1.66
H -2.26 2.46 1.40
C -1.02 1.72 -4.04
C -3.55 0.93 -4.69
C -1.48 0.92 0.19
C 4.75 2.57 -2.17
H 1.54 -5.54 -2.48
H -1.13 2.51 -4.79
C 1.31 -5.27 -1.44
H 1.93 3.50 -3.43
C 3.39 4.69 -0.75
C 4.86 3.38 0.91
H -0.69 2.83 0.67
C -3.34 3.03 -2.78
C 4.56 4.72 0.26
C -0.41 4.16 -2.31
C 5.92 2.51 -1.14
C -0.96 -1.24 0.91
H 0.54 -5.94 -1.06
H -2.18 2.87 -0.33
H 1.85 3.15 -0.40
C -2.20 -1.31 0.25
C 3.56 -2.73 -0.65
H -4.08 1.51 -0.61
C 0.76 0.52 1.56
C -2.95 -2.53 -0.09
H 0.87 -0.08 2.47
C 5.52 2.39 0.30
C -4.03 0.43 -0.38
H 0.48 4.64 -1.87
H 6.51 3.43 -1.30
H 0.86 -3.46 -0.31
C -0.47 0.06 0.88
H -3.55 -2.33 -0.98
H 1.67 0.38 0.95
H 3.39 -3.66 -0.08
H 4.29 5.44 1.04
H -2.71 3.60 -2.10
H -2.24 -3.34 -0.37
H -1.26 4.46 -1.68
C -1.66 2.36 0.49
H 4.93 1.84 -2.98
P -0.10 2.23 -2.51
N -0.20 -3.03 -3.97
C 0.94 -1.43 -2.04
C 3.08 -2.83 -2.08
H 4.38 3.22 1.88
H 2.61 5.36 -0.40
H 0.70 1.57 1.86
H 0.59 3.41 -4.57
C 2.77 3.35 -0.96
C -0.97 -2.01 -3.43
C -2.61 0.03 -0.15
C 1.53 -2.82 -2.27
O 1.96 -3.44 -4.59
H -0.42 -2.23 2.74
H 3.48 -1.98 -2.67
H 6.56 1.66 -1.43
H -0.58 4.56 -3.32
H -3.59 -2.90 0.73
H -4.69 0.20 0.46
H -0.27 -3.80 -1.61
P -2.63 1.39 -3.20
H 1.62 1.98 -4.31
H 5.81 1.47 0.81
C 1.16 2.83 -3.81
H -4.31 2.95 -2.27
Ir -1.33 0.46 -1.81
H -0.57 -3.52 -4.77
C -0.32 -2.37 1.65
H 3.48 -3.74 -2.56
O 1.49 -0.58 -1.32
H 2.21 -5.41 -0.82
H 2.83 1.39 -1.87
H -0.51 0.84 -4.48
H 3.72 5.14 -1.70
H 3.05 -1.89 -0.16

The orbital gap (alpha / beta) is 6.122 / 3.317 eV. The calculation puts the HOMO energy (alpha / beta) at -0.4323 / -0.4957 Eh. Its net charge is +2. Its spin multiplicity is 6. The LUMO energy (alpha / beta) comes out at -5.64 / -10.17 eV.

Molecular formula: C31H52N6O3S4SbScSi3
Method: DFT, ωB97M-V with the def2-TZVPD basis set

Cartesian coordinates (Å):
H 0.00 -4.63 2.73
H -4.67 0.69 4.93
H -2.08 -4.07 -0.72
C -0.03 0.67 5.70
H 3.85 2.57 -4.28
H -3.59 2.12 1.91
Si -0.26 0.09 -4.64
H -0.72 2.53 6.57
H 0.11 -5.73 0.29
O 0.17 1.99 2.26
N -3.22 2.55 2.75
H 1.69 -4.98 0.11
S -2.27 -0.82 2.24
C 3.24 0.37 1.50
H 2.16 2.73 -4.78
H 5.14 -2.38 1.20
C 0.04 -1.61 -5.37
H 0.95 3.02 0.61
H -0.47 -1.64 -6.34
H -0.68 -3.04 3.06
C -0.21 3.95 -2.38
C 0.65 2.95 -0.42
H -0.03 2.30 -5.92
C -2.49 1.40 6.13
H -1.92 2.89 4.77
N -4.50 1.14 4.05
H -2.37 1.22 -3.87
C 0.73 0.34 -3.01
H -2.60 -3.72 0.93
C -2.10 0.25 -4.29
C 3.09 -2.20 0.64
O -0.26 3.12 4.13
C 3.67 0.54 -1.86
H -0.60 4.79 -2.94
C -3.65 -0.48 1.24
S -5.20 -1.21 1.65
H 1.09 -1.82 -5.55
Sc -0.19 0.28 1.02
H -2.66 0.11 -5.22
C 4.37 -0.41 1.59
C 4.28 -1.73 1.15
H 0.28 5.05 -0.58
C 0.08 -3.56 2.49
H 1.23 1.16 -6.35
C 1.97 -1.35 0.56
H 3.65 -0.43 -1.37
N 0.64 1.72 -0.96
H 1.99 -2.94 -3.64
H 3.37 1.29 -1.13
H -2.42 -0.51 -3.58
H 2.82 -0.22 -5.72
H -3.13 1.69 6.97
S -5.10 0.49 -0.76
H 0.99 1.00 5.93
H 2.65 3.16 -3.13
H -0.46 2.60 -3.99
H -2.32 3.00 2.63
H -2.75 0.38 5.84
C 0.62 -1.68 0.11
N 0.39 -0.31 3.38
H 2.96 -2.16 -2.37
C -6.14 -0.45 0.33
H -4.90 0.69 3.24
Si 2.59 0.67 -3.38
Sb 0.24 -1.61 -2.01
H -0.09 -0.38 5.99
H 0.50 -4.91 -1.21
C 0.26 4.10 -1.09
C 3.31 -0.38 -4.76
C -3.60 0.28 0.13
N -2.73 2.30 4.99
H 1.40 -0.25 3.47
C -1.96 -3.38 0.12
C -0.15 2.70 -2.97
H 4.35 -0.06 -4.88
C 0.18 1.25 -6.07
O -7.32 -0.59 0.19
H 1.08 -3.24 2.82
H -0.41 0.92 -6.93
N 2.09 -0.09 1.02
H 0.12 -1.24 3.67
H 3.00 -3.22 0.28
H -0.95 1.11 7.58
H 4.70 0.75 -2.15
C -3.47 1.98 3.93
C -0.08 2.06 3.51
C 2.03 -2.69 -2.59
C -0.28 0.71 4.19
C -1.02 1.48 6.55
H -1.34 0.51 4.04
H 5.30 -0.01 1.98
C 0.35 1.60 -2.27
Si -0.15 -3.31 0.63
H -2.32 -2.40 -0.20
H 3.32 -1.45 -4.55
C 0.63 -4.86 -0.12
H 2.02 -3.61 -2.01
H -0.38 -2.43 -4.78
S -2.16 1.03 -0.49
C 2.81 2.45 -3.95
H 3.24 1.41 1.84

The orbital gap is 7.144 eV. The calculation puts the HOMO energy at -0.2543 Eh. The LUMO energy comes out at 0.22 eV.

For each record above, in turn, the calculated electronic energy values are -131590.67326, -63509.24390, -142295.54624 eV.